Entry 1:
Formula: C54H103BBrClN9O2
Source: the Open Molecules 2025 dataset
Level of theory: ωB97M-V with the def2-TZVPD basis set

```
171
Properties=species:S:1:pos:R:3:forces:R:3
C 0.4882 -6.0706 4.3447 0.1 -0.6 0.6
C -0.0526 -7.2694 3.4410 -0.2 0.1 0.6
C -1.5002 -6.9812 2.8338 0.2 -0.8 -0.1
C -1.5672 -7.2476 1.2714 0.5 -0.7 0.3
C -0.4324 -6.5256 0.4221 -1.1 0.6 -1.0
C -1.0542 -5.3086 -0.3931 1.2 0.5 0.4
C -1.7711 -4.2266 0.5649 0.3 -1.0 -1.4
C -3.3347 -4.3122 0.3053 -0.4 0.6 1.3
C -4.1200 -2.9395 0.5241 -0.1 -0.8 -0.4
C -3.4908 -1.6943 -0.2348 -1.0 0.9 0.1
C -3.3835 -0.4025 0.7128 0.2 -1.0 0.4
C -2.5875 -0.6685 2.0596 0.7 1.1 0.2
C -1.0496 -1.0564 1.8445 -0.6 -0.7 0.3
C -0.0260 -0.0604 2.5243 -1.5 -1.0 1.7
N 1.2860 0.0921 1.8120 0.3 -0.2 0.2
C 1.9447 -1.2363 1.4797 0.5 -1.3 -0.6
C 3.3429 -1.0210 0.7814 1.4 -0.7 0.1
C 4.3403 -0.0389 1.5394 -1.3 0.8 0.9
C 4.4770 -0.2801 3.1068 1.3 0.1 0.2
C 4.6038 1.1034 3.8841 -0.4 -0.4 -1.1
Br 5.8568 0.9550 5.4193 -0.9 0.2 -0.8
C 4.1604 -2.4092 0.5708 0.7 -0.3 0.1
C 3.9002 -3.0907 -0.8308 0.3 -0.7 0.4
C 3.9890 -3.4273 1.7728 -0.2 -0.4 0.4
C 4.8747 -4.7369 1.6657 -0.7 -0.4 -1.2
N 3.1041 -0.4695 -0.5775 -0.2 1.0 1.0
C 1.9351 0.4241 -0.7086 -0.8 0.3 -1.5
C 0.8341 -0.2248 -1.6997 0.4 0.8 0.0
B 1.4487 -1.3526 -2.6801 0.6 -1.6 -0.1
O 2.4110 -1.1507 -3.7058 -2.3 -0.1 0.7
O 0.9601 -2.7026 -2.4901 0.8 2.4 0.3
C 1.3233 1.0120 0.6386 0.7 2.1 -1.9
Cl -0.2860 1.7706 0.1857 1.0 -0.4 0.9
H 0.5292 -6.4300 5.4196 0.0 0.6 -1.2
H -0.1827 -5.1638 4.3407 0.7 -0.9 -0.2
H 1.5387 -5.7717 4.0670 -1.1 -0.2 0.2
H -0.1367 -8.1904 4.1027 0.2 1.1 -0.9
H 0.7223 -7.5214 2.6640 -1.0 0.3 0.6
H -2.2065 -7.7167 3.3272 0.6 1.0 -0.6
H -1.8384 -5.9495 3.1389 0.3 -1.0 -0.5
H -1.4145 -8.3655 1.1212 -0.2 1.3 0.3
H -2.6166 -7.0451 0.8831 1.4 0.0 0.3
H 0.4205 -6.1173 1.0373 -0.9 -0.6 -0.4
H -0.0183 -7.2474 -0.3435 -0.3 0.7 1.0
H -0.1933 -4.7801 -0.9250 -1.0 -0.7 0.5
H -1.7479 -5.6537 -1.2101 0.6 0.2 1.0
H -1.3123 -3.2313 0.2970 -0.8 -0.9 0.3
H -1.4684 -4.4441 1.6329 -0.6 0.3 -1.1
H -3.6207 -4.7155 -0.7047 0.7 0.4 0.9
H -3.7474 -5.0475 1.0704 0.4 0.8 -1.0
H -4.2439 -2.7952 1.6362 0.3 0.2 -1.2
H -5.1689 -3.1039 0.1143 1.2 0.2 0.6
H -4.2404 -1.4005 -1.0394 1.1 -0.3 0.8
H -2.5303 -1.9188 -0.7824 -0.9 0.1 0.8
H -4.4433 -0.1263 1.0120 1.3 -0.1 -0.5
H -2.8676 0.4638 0.1981 -0.8 -1.0 0.4
H -2.5805 0.3223 2.6259 -0.2 -1.2 -0.5
H -3.0502 -1.4314 2.7415 0.3 0.8 -0.9
H -0.8838 -1.2362 0.7466 0.1 0.5 1.0
H -0.9192 -2.0694 2.3466 0.1 1.2 -0.8
H -0.4800 0.9357 2.8264 0.8 -1.0 -1.0
H 0.2405 -0.5400 3.5250 -0.1 0.6 -1.2
H 1.9194 0.4958 2.5279 -0.3 -0.1 -0.6
H 1.9755 -1.8050 2.4484 0.2 0.6 -1.0
H 1.3162 -1.8432 0.7527 0.5 1.0 1.0
H 3.9246 1.0212 1.4170 0.5 -1.1 0.1
H 5.3549 -0.0070 1.0316 -1.3 -0.2 0.6
H 5.4394 -0.8508 3.3032 -1.3 0.5 -0.3
H 3.6524 -0.9009 3.5615 0.7 0.6 -0.6
H 3.5790 1.4112 4.2467 1.2 -0.1 -0.1
H 4.9819 1.8784 3.1540 -0.2 -0.7 1.2
H 5.2577 -2.0995 0.5721 -1.3 -0.3 0.0
H 4.2364 -2.4655 -1.7105 -0.8 -0.7 1.2
H 2.8274 -3.4266 -0.9100 1.0 0.5 -0.1
H 4.5265 -4.0373 -0.9006 -0.7 1.2 0.2
H 2.9019 -3.7503 1.7975 1.1 0.2 0.0
H 4.2010 -2.9695 2.7886 -0.2 -0.2 -1.3
H 5.9574 -4.5362 1.4017 -1.2 -0.1 0.6
H 4.4638 -5.3322 0.7858 0.6 0.6 1.1
H 4.7651 -5.4249 2.5576 0.3 1.1 -0.8
H 3.9298 0.1015 -0.7962 -0.3 -0.6 -0.1
H 2.2979 1.3360 -1.2863 -0.5 -1.0 1.0
H -0.0528 -0.6579 -1.1573 0.8 0.5 -0.4
H 0.4558 0.6169 -2.3667 0.2 -1.0 0.9
H 2.1011 -1.7158 -4.4443 0.7 0.1 0.4
H 0.7227 -2.7111 -1.5432 -0.4 -0.4 -0.8
H 1.9761 1.8982 0.9193 -0.9 -1.2 -0.2
C -0.0809 -1.6945 -6.3009 0.1 0.0 0.1
C 0.8317 -1.7637 -7.5216 -0.1 -0.2 0.3
C 0.4854 -0.7177 -8.5838 -0.6 -0.4 -0.1
C -0.9112 -0.9273 -9.0712 -0.6 0.1 -0.4
N -1.9965 -1.0896 -9.4502 1.5 0.2 0.5
H -1.1204 -1.9021 -6.5629 0.1 0.0 0.0
H 0.2206 -2.4386 -5.5581 -0.1 0.0 0.0
H -0.0344 -0.7066 -5.8323 0.0 0.0 0.0
H 0.7691 -2.7658 -7.9547 0.1 0.1 0.0
H 1.8674 -1.6161 -7.2019 0.0 0.0 -0.2
H 1.1713 -0.7976 -9.4294 -0.2 0.1 0.0
H 0.5712 0.2909 -8.1729 -0.1 0.0 -0.1
C -2.7757 3.6071 -12.6274 0.0 0.1 0.0
C -2.7484 2.1501 -13.0767 -0.1 0.3 -0.1
C -2.0010 1.2390 -12.0996 0.6 0.4 -0.2
C -0.5792 1.6812 -11.9717 0.7 0.0 0.3
N 0.5260 2.0247 -11.8722 -1.5 -0.5 -0.1
H -1.7699 4.0297 -12.5710 0.0 -0.1 0.0
H -3.3424 4.2129 -13.3374 0.0 0.0 0.1
H -3.2460 3.7057 -11.6451 0.0 0.0 -0.1
H -2.2841 2.0924 -14.0653 0.0 -0.1 0.1
H -3.7754 1.7910 -13.1825 0.1 -0.1 0.0
H -2.0205 0.2076 -12.4570 0.1 0.0 0.1
H -2.4707 1.2639 -11.1139 0.1 0.0 0.0
C 2.9194 6.2943 3.9083 0.1 0.0 0.0
C 2.0284 5.5335 2.9338 -0.1 0.4 0.1
C 2.5013 4.0993 2.6875 0.7 0.3 -0.4
C 3.8775 4.0971 2.1015 0.6 -0.3 -0.3
N 4.9465 4.0926 1.6471 -1.5 -0.1 0.6
H 3.9363 6.4031 3.5236 0.0 -0.1 0.0
H 2.5263 7.2984 4.0749 0.0 -0.1 0.0
H 2.9695 5.7842 4.8742 0.0 0.1 0.0
H 1.9921 6.0787 1.9861 0.0 -0.2 0.0
H 1.0109 5.5081 3.3292 0.1 -0.1 -0.1
H 1.8207 3.5970 1.9943 0.1 0.0 0.0
H 2.5136 3.5332 3.6230 0.1 0.0 0.0
C -2.3328 7.4820 1.3313 0.1 0.0 0.0
C -2.3566 5.9972 1.6791 0.0 0.2 -0.4
C -2.6104 5.7355 3.1656 0.7 0.3 0.1
C -1.5266 6.3539 3.9882 0.3 0.3 0.7
N -0.6801 6.8351 4.6218 -1.1 -0.7 -0.9
H -1.5206 8.0034 1.8438 -0.1 0.0 0.0
H -2.1792 7.6178 0.2591 -0.1 0.0 0.1
H -3.2760 7.9633 1.6032 0.1 0.0 0.0
H -1.4035 5.5482 1.3813 -0.1 -0.1 0.1
H -3.1388 5.5070 1.0947 0.1 -0.1 0.2
H -2.6312 4.6604 3.3590 0.0 0.1 0.1
H -3.5728 6.1532 3.4712 0.1 0.0 0.1
C -5.6795 2.8333 4.1043 0.2 -0.1 -0.1
C -6.6407 3.8882 3.5705 0.2 -0.1 0.3
C -7.0075 3.6763 2.0989 0.7 0.2 -0.2
C -5.7781 3.7414 1.2526 0.4 0.0 -0.7
N -4.8202 3.7958 0.5979 -1.2 -0.1 1.0
H -4.7210 2.8563 3.5760 -0.1 0.0 -0.2
H -5.4736 3.0119 5.1590 -0.1 -0.2 -0.5
H -6.1030 1.8295 4.0046 0.0 0.0 0.0
H -6.1891 4.8764 3.6996 -0.1 0.0 -0.1
H -7.5539 3.8717 4.1702 0.0 0.1 -0.1
H -7.7057 4.4490 1.7702 0.1 -0.1 -0.1
H -7.4865 2.7048 1.9567 0.1 0.0 -0.1
C -4.4402 3.2003 10.0922 0.0 0.0 0.1
C -3.5118 3.1310 8.8845 0.0 -0.2 0.3
C -3.8781 4.1397 7.7926 -0.6 -0.4 -0.1
C -5.2614 3.8739 7.2940 -0.8 0.2 -0.1
N -6.3369 3.6656 6.9068 1.5 0.4 1.0
H -5.4697 2.9535 9.8232 0.0 0.1 0.0
H -4.1245 2.4861 10.8550 0.0 0.1 0.0
H -4.4309 4.1989 10.5370 0.0 -0.1 0.0
H -3.5372 2.1169 8.4748 0.0 0.1 -0.1
H -2.4862 3.3194 9.2124 0.0 0.0 -0.1
H -3.1788 4.0613 6.9566 -0.1 0.1 -0.1
H -3.8294 5.1600 8.1798 -0.1 0.0 -0.1
C 7.2374 -1.5730 -5.9897 0.0 0.0 0.0
C 6.1593 -0.6705 -5.3990 0.1 -0.2 -0.3
C 6.4322 -0.2918 -3.9413 -0.1 -0.7 0.2
C 6.4821 -1.5222 -3.0942 0.1 -0.5 0.6
N 6.5176 -2.4792 -2.4363 0.0 1.4 -1.0
H 7.2957 -2.5283 -5.4630 0.0 0.1 0.0
H 7.0169 -1.7928 -7.0360 0.0 0.0 0.1
H 8.2190 -1.0939 -5.9428 0.0 -0.1 0.0
H 5.1921 -1.1759 -5.4745 0.0 0.1 0.1
H 6.0923 0.2423 -5.9967 0.0 0.0 0.1
H 5.6419 0.3636 -3.5686 0.1 -0.1 0.1
H 7.3828 0.2396 -3.8536 0.0 -0.1 0.1
```
Positions in Å, forces in eV/Å.

HOMO ... -0.44730 hartree
Total charge ... +1
E_LUMO ... -2.723 eV



Entry 2:
Formula: C9H19NOSi
Source: the Open Molecules 2025 dataset
Level of theory: ωB97M-V with the def2-TZVPD basis set

```
31
Properties=species:S:1:pos:R:3:forces:R:3
C 0.4579 2.1237 0.8189 -0.7 0.1 1.6
C 0.7833 3.5737 1.1854 -2.1 -1.7 -0.6
C -0.1914 3.1499 2.3824 0.8 2.4 -1.8
C 1.3551 -1.9422 0.5620 -1.3 1.8 -2.6
C -1.0646 -1.9174 1.2153 1.1 1.6 1.1
C -0.4836 -2.8249 -0.9368 0.4 0.9 -1.5
C 1.2877 -0.0286 -2.3893 -1.9 2.1 -2.0
C -1.6687 0.5103 -1.3318 0.3 0.2 1.0
C -0.0583 -1.7200 -0.0073 -0.7 -0.3 2.2
N -0.3478 1.8424 1.8317 1.8 -1.9 -2.2
O 0.8774 1.4227 -0.2418 -0.8 -0.5 1.2
Si 0.1239 0.0124 -0.9466 -1.6 0.6 1.4
H 1.7773 3.8066 1.3968 1.7 0.1 0.7
H 0.4758 4.2432 0.3973 -0.6 0.5 0.0
H 0.3210 3.3823 3.2825 0.3 -0.8 1.3
H -1.1389 3.6397 2.3843 -0.7 0.7 0.1
H 1.3396 -1.2509 1.3593 1.1 0.5 1.2
H 1.6031 -2.9378 0.7945 0.3 -1.2 0.4
H 1.8633 -1.5387 -0.3301 1.5 -0.6 0.9
H -2.1206 -1.8242 1.0017 -0.3 0.6 -0.4
H -0.7972 -1.2540 2.1215 -0.5 -0.7 -1.5
H -1.0121 -2.9352 1.6092 0.5 -0.2 -0.2
H -0.3718 -3.7987 -0.4910 0.4 -0.4 0.1
H -1.5352 -2.6779 -1.0489 -0.9 -0.2 -0.7
H 0.0093 -2.7457 -1.9312 -0.3 -0.5 0.5
H 2.0458 -0.7133 -2.4459 1.9 -2.1 0.4
H 0.7332 -0.1919 -3.3702 0.4 0.3 1.1
H 1.8167 0.9600 -2.4739 -0.8 -0.7 0.1
H -1.9251 -0.3870 -1.8541 -0.8 -0.6 -0.8
H -2.4612 0.6729 -0.5393 1.4 -0.3 -0.6
H -1.6939 1.3484 -2.0045 -0.1 0.3 -0.5
```
Positions in Å, forces in eV/Å.

HOMO ... -0.34307 hartree
Relative energy (zero: lowest compared OMol25 entry of this formula, charge and spin) ... 218.9 kJ/mol
Total charge ... 0
E_LUMO ... 0.783 eV



Entry 3:
Formula: C4H12O3
Source: the Open Molecules 2025 dataset
Level of theory: ωB97M-V with the def2-TZVPD basis set

```
19
Properties=species:S:1:pos:R:3:forces:R:3
O 0.1057 -0.8208 2.5998 0.8 -0.5 3.1
C 0.0987 -0.3501 1.3356 -0.4 -0.8 -4.4
C -0.8117 0.9477 1.0638 2.1 -1.3 2.3
C -1.1416 1.0576 -0.4517 -2.2 -0.4 1.4
C 0.1116 0.8441 -1.2079 1.2 -1.5 -2.2
O 1.1357 1.6757 -0.7113 -0.3 0.9 -0.6
H 1.0095 -0.9741 2.9775 -1.4 0.4 -0.9
H 1.1796 -0.2036 0.9896 -1.5 -0.1 0.1
H -0.4266 -1.1956 0.6390 1.4 1.5 1.2
H -0.0520 1.7689 1.3772 -2.0 -0.8 -0.4
H -1.6159 0.7318 1.8704 0.8 1.1 -1.7
H -1.6804 2.0164 -0.6227 0.8 -0.4 -0.2
H -1.8974 0.2890 -0.8041 0.8 0.5 0.6
H -0.0250 0.9240 -2.3240 0.0 0.8 0.9
H 0.4596 -0.2380 -1.2061 -0.5 1.2 0.8
H 1.9088 1.1932 -0.4501 0.4 -0.5 0.0
O 0.2607 -2.6780 -2.2531 0.4 1.6 0.5
H 0.2174 -1.7752 -1.8524 0.4 -1.1 -0.6
H -0.6361 -2.9477 -2.1173 -0.9 -0.7 0.0
```
Positions in Å, forces in eV/Å.

HOMO ... -0.35993 hartree
Relative energy (zero: lowest compared OMol25 entry of this formula, charge and spin) ... 191.9 kJ/mol
Total charge ... 0
E_LUMO ... 0.502 eV
SMILES ... OCCCCO.O



Entry 4:
Formula: C4H10O3
Source: the Open Molecules 2025 dataset
Level of theory: ωB97M-V with the def2-TZVPD basis set

```
17
Properties=species:S:1:pos:R:3:forces:R:3
C -1.0920 1.2718 0.2867 -0.1 0.0 0.0
O 0.1078 0.8470 -0.4093 0.2 -0.2 -0.1
C -0.0365 0.3870 -1.9347 -0.3 0.3 -0.1
C 0.9889 -0.1602 0.1985 0.1 -0.1 0.0
O 1.1372 0.1328 1.5449 0.1 0.3 0.1
C 0.4846 -1.5917 0.0922 0.2 0.0 -0.2
O -0.7639 -1.7626 0.7270 0.0 0.1 0.3
H -0.8311 1.7908 1.2141 0.1 -0.2 -0.2
H -1.7307 0.4108 0.4839 0.1 0.1 -0.1
H -1.5834 1.9641 -0.3992 0.2 -0.1 0.1
H -1.0614 -0.0245 -1.8741 0.1 0.0 -0.2
H -0.1206 1.3791 -2.4018 -0.1 -0.1 0.0
H 1.8975 -0.0315 -0.3970 -0.1 -0.1 0.1
H 1.6033 0.9742 1.6258 0.0 -0.1 0.1
H 1.2584 -2.2265 0.5530 -0.1 0.1 -0.1
H 0.3768 -1.8599 -0.9583 0.0 0.1 0.2
H -0.6350 -1.5005 1.6483 -0.1 -0.1 0.0
```
Positions in Å, forces in eV/Å.

HOMO ... -0.26628 hartree
Relative energy (zero: lowest compared OMol25 entry of this formula, charge and spin) ... 507.6 kJ/mol
Total charge ... 0
E_LUMO ... 0.387 eV



Entry 5:
Formula: CH2NO3S
Source: the Open Molecules 2025 dataset
Level of theory: ωB97M-V with the def2-TZVPD basis set

```
8
Properties=species:S:1:pos:R:3:forces:R:3
O 1.8853 0.3276 -0.0162 1.5 1.1 -1.0
C 1.4374 -0.6638 0.4767 -2.7 0.8 0.7
O 1.6700 -1.7913 0.7711 0.6 -1.5 0.1
N -0.1792 -0.2140 0.9934 0.8 -0.6 0.0
O -0.2395 1.1931 1.1002 -0.5 1.0 -0.9
S -1.5309 -0.9923 0.2705 0.5 0.3 0.0
H 0.1921 1.6641 0.3254 -0.3 -1.5 0.8
H -1.2127 -1.2700 -1.0426 0.1 0.4 0.3
```
Positions in Å, forces in eV/Å.

HOMO ... -0.15277 hartree
Relative energy (zero: lowest compared OMol25 entry of this formula, charge and spin) ... 200.7 kJ/mol
Total charge ... -1
E_LUMO ... 3.638 eV
SMILES ... O=C([O-])N(O)S



What HOMO-LUMO gap values result from the calculations? In sequence: 9.4 10.1 10.3 7.6 7.8 eV.